Computed, not measured: the molecule C20H34N4O3, with ωB97M-V with the def2-TZVPD basis set.

Geometry as XYZ:
```
61
Properties=species:S:1:pos:R:3:forces:R:3:lowdin_charge:R:1
O 0.3026 1.1815 1.8476 0.03 0.00 -0.03 -0.114
O -0.7193 -2.1981 -0.6743 -0.04 0.13 -0.02 0.075
O -2.1109 0.1292 1.8253 -0.05 -0.04 0.04 0.090
N -0.8413 -3.5794 -5.0002 0.12 0.05 -0.23 -0.166
N -2.4168 0.4023 -0.3907 0.00 0.00 -0.19 -0.056
N -2.8495 -2.3376 -1.4571 0.04 0.09 -0.16 0.104
N 3.5755 2.1399 3.1485 -0.03 0.09 0.01 -0.135
C 0.3311 -3.9535 -4.3937 -0.09 -0.02 -0.08 -0.081
C 4.2181 2.1073 4.4599 0.03 -0.13 0.00 -0.201
C -0.2789 1.0505 0.5894 -0.05 0.09 0.00 -0.139
C 2.2156 0.1591 3.6710 -0.05 -0.16 0.10 -0.041
C -1.6830 0.4981 0.7501 0.09 -0.11 0.12 -0.421
C 5.4243 3.0334 4.3137 -0.03 0.06 0.06 -0.162
C -4.8929 -2.4743 -0.1775 -0.09 -0.02 0.15 -0.051
C -1.0224 -3.0434 -2.8574 -0.08 0.08 -0.01 -0.151
C 0.2517 -3.6303 -3.0709 0.03 0.02 0.17 -0.021
C 2.2258 1.5882 3.1571 0.06 0.02 0.09 -0.365
C -2.3571 2.3189 -1.9635 -0.01 0.06 -0.09 -0.070
C -3.5252 -1.8211 -0.2727 -0.05 -0.11 0.05 -0.338
C 5.0377 3.9994 3.1732 -0.03 0.03 0.07 -0.162
C -1.6656 -3.0246 -4.0762 -0.08 -0.01 0.08 -0.047
C -1.9621 0.8738 -1.6890 0.03 0.04 -0.04 -0.222
C 3.6453 3.5420 2.7368 -0.05 -0.04 -0.09 -0.198
C -1.4961 -2.4908 -1.5685 0.06 -0.13 0.18 -0.445
C -3.6767 -0.2987 -0.3007 -0.21 0.01 -0.05 -0.118
C 1.6379 1.6229 1.7582 0.01 0.05 -0.03 -0.185
C -1.1450 -3.7357 -6.4090 -0.03 -0.14 0.11 -0.022
H 1.0060 -3.7822 -2.3188 0.01 0.01 0.02 0.111
H 1.6642 2.6363 1.3372 -0.01 -0.03 0.00 0.117
H 2.2249 0.9655 1.0995 -0.01 0.01 0.02 0.141
H 2.4988 0.1030 4.7217 0.01 0.01 -0.01 0.070
H -2.3970 0.2275 -2.4509 -0.02 -0.08 0.01 0.113
H -3.4424 2.4345 -1.9493 0.01 -0.01 0.03 0.074
H 0.2866 0.3450 -0.0362 0.01 0.01 -0.01 0.133
H -4.8031 -3.5557 -0.0735 0.00 0.00 -0.05 0.084
H 5.0258 5.0388 3.4998 0.01 0.00 -0.02 0.101
H -1.6280 -4.6953 -6.5990 0.00 0.01 -0.03 0.091
H -0.2243 -3.6831 -6.9841 0.01 0.02 -0.03 0.089
H -2.6294 -2.6353 -4.3654 0.02 0.02 0.01 0.125
H 1.1205 -4.4174 -4.9600 0.00 0.00 -0.03 0.117
H -5.4324 -2.1006 0.6927 0.01 0.00 0.00 0.085
H 3.5045 3.6414 1.6603 0.02 0.00 0.02 0.107
H -2.9309 -2.0864 0.6032 0.08 0.06 -0.05 0.148
H 3.5317 2.4610 5.2513 0.01 0.09 -0.07 0.125
H 5.6336 3.5579 5.2456 0.02 -0.01 0.00 0.101
H -5.4998 -2.2524 -1.0607 0.03 -0.01 -0.02 0.082
H 2.9070 -0.4569 3.0907 0.02 0.03 0.00 0.093
H -1.9382 2.9938 -1.2165 -0.01 -0.01 0.02 0.068
H 6.3124 2.4586 4.0561 0.01 0.01 -0.04 0.102
H 5.7388 3.9260 2.3434 0.02 -0.02 0.00 0.102
H -1.8068 -2.9348 -6.7296 0.00 0.02 -0.02 0.088
H 4.5091 1.0905 4.7227 0.00 0.03 -0.01 0.110
H -4.3030 0.0008 -1.1474 0.05 -0.05 -0.03 0.132
H 1.2154 -0.2600 3.5741 0.00 0.03 -0.02 0.085
H -0.8840 0.7426 -1.7774 0.01 0.00 0.03 0.113
H 2.8540 4.1423 3.2226 0.06 -0.05 0.08 0.125
H -1.9974 2.6349 -2.9451 -0.01 -0.01 0.01 0.075
H -4.1887 0.0082 0.6110 0.01 0.00 0.04 0.129
H -3.4132 -2.8311 -2.1294 -0.01 0.06 -0.02 0.125
H 1.5730 2.2005 3.8086 0.02 0.01 -0.04 0.153
H -0.3106 2.0230 0.0734 0.04 -0.07 -0.02 0.127
```
Forces are in eV/Å.

Summary:
ΔE to the lowest compared entry with this formula, charge and spin: 5.96 kcal per mole
Charge: 0
E_LUMO: 0.019 Eh
SMILES: CCN(C[C@@H](C)NC(=O)c1ccn(C)c1)C(=O)COC[C@@H](C)N1CCCC1
HOMO level: -8.36 eV
Energy: -1227.24622 a.u.

=====

Computed, not measured: a 2-piece molecular cluster, C4H12N2O2 overall in a non-equilibrium geometry, with ωB97M-V with the def2-TZVPD basis set.

Geometry as XYZ:
```
20
Properties=species:S:1:pos:R:3:forces:R:3:mulliken_spin:R:1
O -0.6335 1.7872 1.6995 -0.05 -0.21 -0.29 0.000
O 0.2080 1.7861 -0.8561 -0.39 0.02 -0.26 0.049
N 1.9629 0.4178 -1.0682 -0.23 0.07 -0.12 0.036
N -1.5283 -0.1317 -0.6446 -1.04 -0.33 3.33 0.749
C 0.6623 0.6752 -0.8633 0.72 -0.06 0.28 0.044
C -0.5781 -2.5245 1.0424 0.82 -0.44 -0.57 0.007
C -0.2527 -0.6586 -0.6406 1.62 1.36 -3.01 -0.011
C 0.3302 -1.3813 0.5622 -0.54 0.35 2.65 0.123
H -1.6183 -2.2440 0.9057 -0.12 -0.36 0.21 0.001
H 2.4042 -0.4743 -0.9376 -0.03 -0.03 -0.18 -0.002
H -0.0710 -1.1464 -1.5843 -0.28 -1.08 -0.22 0.005
H 0.3177 1.7519 1.8578 -0.07 0.03 0.33 0.000
H 2.5067 1.2162 -1.3687 0.16 -0.19 0.10 0.004
H -0.3068 -3.4215 0.4833 -0.57 0.02 -0.40 0.000
H 0.4049 -0.6055 1.3343 -0.23 -0.20 0.15 0.009
H -2.4157 -0.6352 -0.7261 0.40 -0.24 -1.13 -0.010
H -1.6266 0.5233 0.1549 0.05 0.51 -0.49 -0.010
H -0.3829 -2.8576 2.0609 -0.05 0.64 0.20 0.005
H 1.3646 -1.6991 0.4621 -0.10 -0.10 -0.77 -0.001
H -0.6638 2.3077 0.8844 -0.09 0.23 0.17 0.000
```
Forces are in eV/Å.

Summary:
Expectation value of S²: 0.755
ΔE to the lowest compared entry with this formula, charge and spin: 36.32 kcal per mole
Charge: +1
E_LUMO (spin up / spin down): -0.110 / -0.318 Eh
HOMO level (spin up / spin down): -14.94 / -14.80 eV
Multiplicity: 2
Energy: -419.27436 a.u.